No. 1
Below is the molecule C3H11N2 at a distorted geometry, with properties calculated with the ωB97M-V functional and the def2-TZVPD basis.

Atoms and positions in Å:
N  0.13278  0.43330  -1.56042
N  -1.61575  0.36669  0.69339
C  0.60794  -0.80201  0.49783
C  -0.30450  0.11508  1.33968
C  1.29913  -0.12181  -0.71642
H  -0.80930  0.53698  -1.06463
H  1.62189  -0.85934  -1.44500
H  0.24936  1.39674  -1.97560
H  0.14620  -1.73850  0.19070
H  1.95003  0.69426  -0.42876
H  -0.09571  -0.20232  -2.35679
H  -0.43770  -0.23397  2.36098
H  -2.20210  0.95249  1.28284
H  -2.15527  -0.49949  0.69371
H  0.21316  1.06784  1.31237
H  1.39983  -1.10594  1.17613

Calculated values
Expectation value of S²: 0.75
Energy relative to the best compared isomer or geometry (same formula, charge and spin) (kJ/mol): 153.1
2S+1: 2

Atomic charges from the Löwdin analysis, expressed in e, are listed below: N -0.021; N -0.050; C -0.217; C -0.276; C -0.237; H 0.061; H 0.066; H 0.028; H 0.096; H 0.090; H 0.008; H 0.104; H 0.075; H 0.075; H 0.097; H 0.100

No. 2
Below is the ion C2H3N2OS with charge +1 at a distorted geometry, with properties calculated with the ωB97M-V functional and the def2-TZVPD basis.

Atoms and positions in Å:
S  -2.07738  0.34979  -1.39300
O  0.91784  -0.37843  1.64977
N  -0.84533  0.93557  0.95163
N  0.01794  0.07152  0.78587
C  -1.65302  1.17938  -0.06737
C  0.86722  -0.92829  0.30559
H  1.54872  -0.66457  -0.46713
H  0.34770  -1.81182  0.39678
H  -2.15772  2.14739  0.09732

Calculated values
Net charge: +1
Energy relative to the best compared isomer or geometry (same formula, charge and spin) (kJ/mol): 559.8
2S+1: 1
Structure (SMILES): S=C/N=[N+]1\CO1

Atomic charges from the Löwdin analysis, expressed in e, are listed below: S 0.880; O 0.186; N 0.173; N -0.077; C -0.653; C 0.116; H 0.159; H 0.131; H 0.085

No. 3
Below is a structure of composition C27H29HfIN3O2S at a distorted geometry, with properties calculated with the ωB97M-V functional and the def2-TZVPD basis.

Atoms and positions in Å:
Hf  0.86652  -0.61822  -0.58406
I  3.43182  -0.32943  3.65039
S  -2.54903  -3.34728  -0.79528
O  2.35738  0.85829  -1.14750
O  0.33571  1.45418  -0.31549
N  1.59591  -2.36901  0.30907
N  3.18649  3.34873  -1.71267
N  -1.19229  -1.04783  -0.61290
C  4.06937  -2.52604  1.55059
C  0.92341  3.60016  -2.51970
C  -4.10721  -1.23403  2.36302
C  3.75056  -3.28742  0.44040
C  -1.94272  -0.08865  4.53080
C  1.71825  3.16549  -1.28146
C  -3.00087  -2.13891  0.46046
C  -2.14476  -1.01026  0.40781
C  -2.48563  2.01036  3.37268
C  1.89172  4.33575  -3.38339
C  1.02428  -2.20311  -4.79999
C  1.78960  -1.68173  1.51509
C  3.26860  3.69422  -3.14302
C  3.03674  -1.73459  2.10093
C  -1.29387  -2.20956  -1.32889
C  -3.18938  -0.23695  2.45351
C  0.68165  -1.48045  -2.53807
C  -0.91209  -3.08616  -3.61821
C  -2.27173  -0.02533  1.43114
C  -0.43783  -2.30929  -2.49412
C  1.47532  1.75732  -0.81159
C  -4.08707  -2.18177  1.36154
C  -0.10201  -3.01074  -4.76989
C  -4.35033  0.75687  4.34619
C  1.46329  -1.52451  -3.66059
C  -3.00076  0.63035  3.69963
C  2.48216  -3.22417  -0.15213
H  1.66266  -2.17989  -5.65146
H  -1.49950  2.03967  2.89374
H  4.11862  4.32867  -3.23526
H  -1.91880  -3.58165  -3.60442
H  3.42176  2.80635  -3.72589
H  4.46434  -4.05719  0.10912
H  2.02705  5.34068  -2.99604
H  0.04038  4.17963  -2.18780
H  -4.82506  -1.39780  3.16026
H  -4.70162  -3.04483  1.39760
H  0.93012  -1.48122  2.10725
H  -2.19635  -1.21208  4.62527
H  5.02709  -2.51589  2.03878
H  0.55829  2.67091  -3.00209
H  -1.77365  0.93223  1.26552
H  2.39408  -0.97729  -3.76839
H  -4.51042  -0.11818  5.04084
H  -0.43744  -3.55748  -5.65812
H  -2.36091  2.72667  4.25476
H  -5.16082  0.92670  3.60044
H  2.23015  -3.81265  -1.02908
H  1.59238  4.40561  -4.41767
H  -4.39001  1.65498  5.04477
H  3.73468  4.09501  -1.12679
H  -3.17625  2.60361  2.76802
H  -1.81889  0.35588  5.52168
H  1.59688  3.75740  -0.30422
H  -0.96831  -0.08310  4.00369
H  3.65837  2.48898  -1.44880

Calculated values
Net charge: +3
2S+1: 1

Atomic charges from the Löwdin analysis, expressed in e, are listed below: Hf 1.804; I 1.005; S 1.194; O -0.084; O -0.034; N -0.117; N 0.091; N -0.081; C -0.035; C -0.095; C -0.006; C 0.032; C -0.031; C -0.129; C -0.383; C -0.265; C -0.076; C -0.118; C -0.030; C -0.256; C -0.077; C -0.637; C -0.487; C -0.180; C -0.248; C 0.036; C 0.038; C -0.277; C -0.516; C -0.012; C -0.014; C -0.056; C -0.092; C -0.591; C -0.051; H 0.117; H 0.063; H 0.138; H 0.135; H 0.139; H 0.151; H 0.135; H 0.157; H 0.136; H 0.119; H 0.112; H 0.124; H 0.125; H 0.145; H 0.103; H 0.107; H 0.112; H 0.135; H 0.125; H 0.112; H 0.150; H 0.141; H 0.116; H 0.249; H 0.100; H 0.100; H 0.209; H 0.071; H 0.156

Number 1: DFT total energy -6266.0935 eV. Number 2: DFT total energy -17971.6468 eV. Number 3: DFT total energy -57252.8137 eV.